[1]
ORCA calculation (ωB97M-V/def2-TZVPD) on a 2-piece molecular cluster, C4H12 overall.

Properties
* SMILES string: CC.CC
* charge: 0
* energy above the lowest of the compared OMol25 structures with the same formula, charge and spin: 0.0725 eV
* HOMO energy: -11.8 eV
* orbital gap: 12.96 eV

Positions of all 16 atoms, in Å:
C: 0.973 -1.945 0.493
C: 2.271 -1.217 0.172
H: 0.312 -1.978 -0.371
H: 1.213 -2.954 0.837
H: 0.429 -1.450 1.298
H: 2.148 -0.166 -0.096
H: 2.807 -1.681 -0.669
H: 2.948 -1.276 1.019
C: -2.174 2.077 -0.535
C: -1.092 1.057 -0.153
H: -2.968 2.095 0.212
H: -1.766 3.077 -0.641
H: -2.676 1.842 -1.476
H: -0.485 0.783 -1.019
H: -0.423 1.536 0.569
H: -1.517 0.200 0.361

---

[2]
ORCA calculation (ωB97M-V/def2-TZVPD) on C9H11O3 as an isolated structure.

Properties
* charge: -1
* energy above the lowest of the compared OMol25 structures with the same formula, charge and spin: 2.1319 eV
* HOMO energy: -4.2 eV
* orbital gap: 7.50 eV

Positions of all 23 atoms, in Å:
C: 0.439 3.707 -3.299
C: -0.625 3.062 -2.421
O: -1.727 3.598 -2.288
O: -0.116 2.093 -1.785
H: 1.395 3.048 -3.129
H: 0.727 4.720 -3.277
H: 0.182 3.474 -4.282
C: 0.730 -3.789 1.780
C: -0.579 0.206 0.874
C: 0.777 -0.099 0.755
C: -1.555 -0.724 1.327
C: 1.070 -1.355 1.283
C: -1.127 -2.013 1.839
C: 0.230 -2.389 1.683
O: -1.183 1.282 0.334
H: -0.851 1.509 -0.833
H: 1.492 0.615 0.430
H: -2.513 -0.406 1.512
H: 2.129 -1.677 1.414
H: -1.701 -2.574 2.523
H: 1.381 -4.124 1.002
H: -0.104 -4.414 1.952
H: 1.528 -3.750 2.608

---

[3]
ORCA calculation (ωB97M-V/def2-TZVPD) on one molecule with the formula C3H7NOS.

Properties
* SMILES string: O=CNCCS
* charge: 0
* energy above the lowest of the compared OMol25 structures with the same formula, charge and spin: 1.5438 eV
* HOMO energy: -9.0 eV
* orbital gap: 9.85 eV

Positions of all 13 atoms, in Å:
O: -0.409 2.268 0.820
C: 0.571 1.614 1.027
N: 0.598 0.208 1.142
C: 0.776 -0.586 -0.065
C: -0.364 -0.487 -1.077
S: -1.947 -0.734 -0.155
H: 1.548 2.107 1.137
H: 0.130 -0.280 1.885
H: 1.748 -0.415 -0.547
H: 0.782 -1.611 0.287
H: -0.446 0.511 -1.502
H: -0.376 -1.309 -1.780
H: -2.613 -1.286 -1.173

---

[4]
ORCA calculation (ωB97M-V/def2-TZVPD) on C33H37ClMoO2Si2 as an isolated structure.

Properties
* charge: +2
* <S²>: 2.13
* spin multiplicity: 3
* HOMO energy (alpha / beta): -13.7 / -12.6 eV
* orbital gap (alpha / beta): 5.83 / 4.73 eV

Positions of all 76 atoms, in Å:
C: -0.379 -0.836 -0.249
C: -1.228 -0.125 -1.129
C: -1.979 -1.077 -1.890
H: -1.352 0.933 -1.142
C: -1.553 -2.406 -1.486
C: -0.532 -2.235 -0.481
H: -0.008 -3.031 0.027
H: 0.266 -0.409 0.476
H: -2.780 -0.837 -2.588
H: -1.932 -3.366 -1.866
Mo: 0.133 -1.330 -2.410
Si: 2.115 1.742 -3.579
C: 0.769 2.889 -4.328
C: 0.999 4.149 -4.918
H: 2.003 4.427 -5.242
C: -0.026 5.082 -5.085
H: 0.203 6.077 -5.475
C: -1.348 4.781 -4.724
H: -2.134 5.531 -4.834
C: -1.613 3.484 -4.261
H: -2.631 3.217 -3.975
C: -0.581 2.563 -4.085
H: -0.825 1.580 -3.676
C: -0.216 -1.514 -4.927
C: -1.622 -1.430 -5.049
H: -2.090 -0.521 -5.463
C: -2.374 -2.591 -4.856
H: -3.442 -2.564 -5.059
C: -1.769 -3.815 -4.544
H: -2.398 -4.702 -4.500
C: -0.411 -3.903 -4.302
H: 0.025 -4.826 -3.966
C: 0.398 -2.779 -4.469
H: 1.485 -2.856 -4.522
H: 1.171 1.061 -2.645
Si: 0.812 -0.525 -6.062
C: 1.339 -1.739 -7.310
C: 0.548 -1.689 -8.473
H: -0.020 -0.786 -8.716
C: 0.397 -2.837 -9.250
H: -0.321 -2.828 -10.073
C: 1.119 -3.985 -8.912
H: 0.941 -4.894 -9.475
C: 1.972 -4.013 -7.798
H: 2.487 -4.927 -7.503
C: 2.143 -2.863 -7.034
H: 2.856 -2.819 -6.210
C: 0.512 1.064 -7.071
C: -0.850 1.286 -7.315
H: -1.576 0.540 -6.993
C: -1.269 2.440 -7.975
H: -2.347 2.589 -8.090
C: -0.321 3.350 -8.440
H: -0.671 4.273 -8.914
C: 1.055 3.095 -8.292
H: 1.790 3.797 -8.701
C: 1.490 1.951 -7.609
H: 2.560 1.749 -7.472
H: 3.030 2.619 -2.866
Cl: 3.350 -0.003 -3.684
C: 0.119 2.585 0.917
O: 0.781 2.202 -0.290
C: 2.170 2.422 -0.203
C: 2.977 1.393 0.542
O: 2.166 0.259 0.798
C: 2.875 -0.895 1.249
H: 0.188 3.677 1.059
H: 0.583 2.072 1.777
H: -0.935 2.304 0.816
H: 2.445 2.321 -1.254
H: 2.388 3.447 0.122
H: 3.838 1.104 -0.069
H: 3.318 1.844 1.475
H: 3.970 -0.830 1.116
H: 2.684 -1.037 2.328
H: 2.473 -1.756 0.682

---

[5]
ORCA calculation (ωB97M-V/def2-TZVPD) on one molecule with the formula C3H6N2S2.

Properties
* SMILES string: NN1C[C@H](S)C1=S
* charge: 0
* energy above the lowest of the compared OMol25 structures with the same formula, charge and spin: 2.3586 eV
* HOMO energy: -8.6 eV
* orbital gap: 8.98 eV

Positions of all 13 atoms, in Å:
C: -0.437 1.028 0.406
C: 0.455 0.814 -0.838
C: 0.775 -0.585 -0.317
H: 0.324 -1.397 2.484
H: -0.581 -2.046 1.108
H: -0.164 1.780 1.133
H: -1.605 0.972 0.278
H: 1.315 1.532 -0.766
H: -1.249 0.280 -2.629
N: -0.382 -1.196 1.757
N: 0.139 -0.311 0.796
S: -0.093 1.135 -2.510
S: 1.504 -2.008 -0.903

---

no.,largest force on an atom (eV/A)
1,0.89
2,5.70
3,1.33
4,3.09
5,2.66